Record 1
ORCA calculation (the ωB97M-V functional and the def2-TZVPD basis) on C38H27N3O2PbS3 as an isolated structure in a non-equilibrium geometry.

The total energy comes out at -3166.398155 Ha. The calculation puts the energy above the lowest of the compared OMol25 structures with the same formula, charge and spin at 5.9 kcal per mole. For the frontier orbital gap, the calculation gives 3.42 eV. The highest occupied orbital energy comes out at 0.213 eV. Its charge is -2.

```
74
Properties=species:S:1:pos:R:3:forces:R:3:mulliken_charge:R:1
Pb 0.188 0.337 -0.462 -0.840 0.403 -0.546 1.2434
O -4.879 -3.119 -0.179 -0.177 -0.044 -0.020 -0.7205
C -5.347 -1.890 0.081 -0.004 -0.082 -0.011 0.3239
C -6.717 -1.735 0.296 -0.094 -0.133 0.000 -0.7445
C -7.253 -0.496 0.585 -0.042 -0.099 -0.006 -0.2151
C -6.430 0.615 0.678 -0.032 0.258 0.054 -0.7773
C -5.074 0.474 0.453 0.040 -0.031 -0.011 -0.5752
C -4.514 -0.759 0.140 0.038 -0.031 0.005 0.3737
C -3.040 -0.823 -0.123 0.029 0.180 -0.203 0.4342
O -2.400 0.237 -0.227 0.151 0.058 0.328 -0.6948
N -2.584 -2.072 -0.260 -0.455 -0.980 0.059 -0.6557
N -1.258 -2.179 -0.453 0.311 0.868 0.063 0.0470
C -0.670 -3.255 -0.675 -0.625 -1.019 -0.174 -0.0979
S 1.080 -3.272 -0.804 0.453 -0.585 -0.193 0.0873
C 1.171 -4.945 -1.547 -0.013 0.574 0.069 -0.6062
C 0.135 -5.799 -0.850 -0.350 0.160 0.119 -0.4833
S -1.454 -4.905 -0.893 0.355 0.525 0.097 -0.2085
H -3.870 -3.003 -0.267 -0.007 0.031 0.055 0.7418
H -7.342 -2.616 0.242 -0.033 -0.063 -0.029 0.3690
H -8.319 -0.394 0.745 -0.064 -0.030 0.033 0.3459
H -6.842 1.581 0.934 -0.006 0.069 0.000 0.4171
H -4.407 1.320 0.525 0.088 0.069 -0.030 0.4709
H 2.183 -5.316 -1.390 0.036 -0.001 0.024 0.3325
H 0.973 -4.868 -2.618 -0.014 -0.085 0.061 0.2802
H 0.409 -5.961 0.194 0.062 -0.069 -0.089 0.2703
H -0.009 -6.758 -1.350 0.006 -0.006 0.013 0.3386
S 4.465 -1.654 0.919 -0.432 0.220 -0.298 -0.4252
C 4.720 -1.276 -0.762 -0.614 0.176 0.339 1.1331
C 5.816 -1.556 -1.547 0.275 -0.020 -0.402 -0.6737
C 5.792 -1.174 -2.884 0.184 -0.180 0.281 -0.3883
C 4.679 -0.523 -3.404 -0.016 0.073 -0.227 -0.5786
C 3.580 -0.233 -2.622 -0.257 0.001 0.383 -0.3898
C 3.576 -0.608 -1.272 1.473 -0.454 -0.735 -0.8436
N 2.588 -0.416 -0.379 -0.207 0.026 1.651 -0.1584
C 2.844 -0.901 0.813 1.278 -0.095 -1.427 0.2865
C 1.945 -0.902 1.907 -1.131 0.066 0.989 1.0809
C 2.376 -1.265 3.193 0.126 0.057 -0.197 -0.8393
C 1.494 -1.255 4.248 0.193 -0.128 0.199 -0.7667
C 0.170 -0.885 4.027 -0.093 0.086 -0.191 -0.6313
C -0.246 -0.527 2.757 -0.402 -0.024 0.091 -0.2136
C 0.604 -0.528 1.658 0.794 -0.335 -0.305 -0.2416
H 6.668 -2.074 -1.127 0.079 -0.006 -0.031 0.3626
H 6.639 -1.391 -3.522 0.012 -0.005 0.004 0.3583
H 4.672 -0.240 -4.450 -0.006 0.015 0.021 0.3643
H 2.719 0.269 -3.036 -0.109 0.041 0.012 0.4115
H 3.418 -1.526 3.341 0.047 -0.029 0.183 0.3332
H 1.824 -1.521 5.246 0.038 0.043 -0.045 0.3431
H -0.532 -0.859 4.856 0.041 0.013 -0.047 0.3727
H -1.273 -0.221 2.612 -0.163 0.082 0.007 0.4194
C 0.381 2.189 0.782 0.364 0.182 -0.450 -0.9445
C 0.143 2.733 1.852 0.008 0.111 -0.088 0.5159
C -0.212 3.372 3.047 0.062 -0.080 -0.010 -0.7481
C 0.630 3.160 4.185 -0.168 -0.114 -0.093 0.3588
C 0.134 3.127 5.504 -0.064 0.120 0.130 -0.4397
C 0.943 2.796 6.568 0.132 0.023 0.196 -0.6531
C 2.285 2.491 6.379 0.217 -0.100 0.342 -0.5031
C 2.792 2.506 5.085 0.167 -0.045 0.138 -0.4470
C 1.991 2.826 4.016 0.055 0.030 -0.110 -0.5396
C -1.483 4.031 3.067 0.034 -0.011 -0.022 0.5570
C -1.814 5.046 3.985 0.080 -0.012 0.126 -0.3550
C -3.037 5.677 3.945 -0.284 0.155 0.069 -0.5389
C -3.991 5.329 2.998 -0.283 0.178 -0.036 -0.5091
C -3.672 4.352 2.059 -0.191 0.167 0.031 -0.5297
C -2.451 3.724 2.084 0.001 -0.067 0.006 -0.6463
H -0.917 3.303 5.677 -0.073 0.046 -0.008 0.5183
H 0.524 2.756 7.568 -0.058 0.000 0.037 0.3463
H 2.917 2.227 7.220 -0.001 0.002 0.000 0.3247
H 3.834 2.258 4.916 0.041 -0.026 -0.030 0.3426
H 2.397 2.812 3.015 -0.027 -0.020 -0.101 0.3898
H -1.079 5.357 4.715 0.040 0.001 0.037 0.5032
H -3.256 6.470 4.655 0.016 -0.015 0.047 0.3266
H -4.961 5.814 2.981 0.008 0.037 0.002 0.3412
H -4.399 4.087 1.300 -0.030 -0.071 -0.045 0.3828
H -2.215 2.960 1.358 0.025 -0.049 -0.093 0.3346
```
Positions in Å, forces in eV/Å.

Record 2
ORCA calculation (the ωB97M-V functional and the def2-TZVPD basis) on C56H50BrN5O3P2S2Sn as an isolated structure in a non-equilibrium geometry.

The total energy comes out at -6930.766271 Ha. The calculation puts the energy above the lowest of the compared OMol25 structures with the same formula, charge and spin at 24.5 kcal per mole. For the frontier orbital gap, the calculation gives 6.91 eV. The highest occupied orbital energy comes out at -7.229 eV. Its charge is 0.

```
120
Properties=species:S:1:pos:R:3:forces:R:3:mulliken_charge:R:1
Sn -0.857 1.395 -0.480 -0.724 0.290 0.069 1.6575
C -4.445 1.189 2.906 0.075 0.045 -0.126 -2.3903
C -3.699 1.520 1.642 -0.144 -0.428 0.160 1.1895
N -3.371 0.641 0.774 0.300 0.369 -0.474 0.0128
N -3.789 -0.623 0.943 -0.401 -0.425 0.826 -0.2283
C -3.534 -1.644 0.075 0.545 0.081 -0.688 -0.3071
N -4.188 -2.793 0.373 -0.245 -0.104 0.405 -0.4418
S -2.589 -1.536 -1.267 0.270 0.153 0.281 0.4405
C -3.351 2.922 1.341 0.041 0.411 0.024 0.0081
C -4.033 3.971 1.951 -0.020 -0.135 -0.031 -0.7235
C -3.710 5.278 1.621 0.126 0.025 -0.090 -0.5765
C -2.723 5.504 0.680 -0.192 -0.058 0.204 -1.1348
C -2.106 4.404 0.104 -0.010 0.224 -0.185 -0.3639
N -2.402 3.156 0.430 0.004 -0.285 -0.153 0.3999
H -4.062 0.259 3.330 0.016 0.005 0.067 0.6295
H -4.300 1.967 3.650 -0.023 -0.001 0.041 0.4897
H -5.516 1.076 2.724 -0.030 -0.003 0.026 0.2899
H -4.375 -0.844 1.739 0.004 0.144 -0.065 0.2459
H -4.526 -2.972 1.306 0.000 -0.017 -0.009 0.1805
H -3.927 -3.592 -0.179 0.044 -0.002 -0.001 0.2588
H -4.830 3.782 2.655 0.024 -0.065 0.037 0.4553
H -4.226 6.103 2.094 -0.029 0.002 0.000 0.4272
H -2.438 6.506 0.393 0.044 -0.012 -0.042 0.4865
H -1.344 4.513 -0.654 -0.100 0.007 0.042 0.5670
O 3.223 2.150 -0.380 -0.064 0.721 -0.067 -0.9976
S 2.351 0.973 -0.187 0.839 -0.831 0.239 2.0261
C 2.807 0.331 1.453 -0.653 -0.439 0.578 -1.0221
C 3.819 0.998 2.122 -0.121 0.228 -0.271 0.3794
C 4.193 0.595 3.392 0.104 0.077 0.021 -1.0312
C 3.541 -0.460 4.000 0.058 -0.060 0.289 -0.7111
C 2.515 -1.122 3.348 -0.022 0.036 -0.240 -0.1689
C 2.127 -0.748 2.062 0.424 0.593 -0.238 -0.4927
P 0.790 -1.590 1.147 0.113 -0.327 -0.060 1.3228
C 1.688 -3.043 0.462 0.008 0.221 -0.168 0.5228
C 2.978 -3.416 0.829 -0.101 -0.006 -0.041 -0.5437
C 3.558 -4.549 0.277 0.091 -0.033 0.045 -0.5931
C 2.858 -5.323 -0.635 0.012 -0.030 0.012 -0.6878
C 1.576 -4.953 -1.011 -0.094 -0.069 -0.058 -0.6387
C 0.998 -3.812 -0.476 0.050 0.117 -0.007 -0.3824
C -0.037 -2.427 2.558 -0.380 0.108 -0.123 0.0006
C -0.596 -1.603 3.538 -0.138 -0.101 -0.077 0.5990
C -1.292 -2.155 4.602 0.010 0.126 0.035 -0.6090
C -1.456 -3.531 4.693 0.011 -0.084 -0.012 -0.8339
C -0.912 -4.352 3.716 -0.078 -0.006 0.108 -0.7183
C -0.208 -3.805 2.652 0.053 0.103 -0.004 -0.7567
C 3.236 -0.311 -1.132 -0.361 -0.206 -0.334 -0.5840
C 4.479 -0.693 -0.650 0.093 0.023 0.051 -0.7523
C 5.296 -1.522 -1.394 0.000 0.069 0.072 -0.7884
C 4.890 -1.910 -2.659 0.133 -0.079 -0.116 -0.8417
C 3.665 -1.510 -3.156 0.007 0.115 -0.011 -0.7455
C 2.776 -0.740 -2.394 0.151 0.101 0.390 0.9105
P 1.214 -0.073 -3.084 -0.247 -0.284 -0.650 0.4129
C 0.693 -1.232 -4.221 0.234 0.754 0.539 0.2081
C -0.455 -0.853 -5.138 -0.429 -0.214 0.107 0.2610
C -0.257 -1.397 -6.527 0.189 -0.042 -0.129 -0.8524
C 0.479 -2.489 -6.752 -0.153 0.249 -0.208 -0.6688
C 1.149 -3.142 -5.646 0.224 0.050 0.364 -0.8132
C 1.269 -2.532 -4.450 -0.145 -0.598 -0.201 -1.1077
C -1.828 -1.404 -4.698 0.075 0.189 0.106 0.5541
C -2.129 -2.763 -4.760 -0.115 -0.079 0.076 -0.2324
C -3.404 -3.216 -4.462 0.069 -0.009 0.017 -0.8984
C -4.390 -2.321 -4.075 -0.110 0.064 -0.078 -0.4335
C -4.090 -0.973 -3.985 -0.118 0.005 -0.171 -0.7158
C -2.822 -0.514 -4.311 -0.019 -0.066 -0.080 -0.1155
H 4.291 1.841 1.633 -0.008 0.010 -0.012 0.6088
H 4.988 1.115 3.910 0.004 0.022 0.005 0.3815
H 3.823 -0.763 5.000 0.008 -0.031 0.010 0.4247
H 2.004 -1.938 3.843 0.056 0.005 -0.009 0.5873
H 3.531 -2.823 1.544 0.027 -0.002 0.014 0.3001
H 4.561 -4.831 0.569 0.025 -0.003 -0.005 0.4093
H 3.308 -6.216 -1.049 0.025 0.003 -0.023 0.3641
H 1.025 -5.558 -1.720 -0.017 0.037 -0.031 0.4932
H 0.002 -3.506 -0.774 -0.066 -0.013 -0.083 0.4244
H -0.474 -0.529 3.448 -0.057 -0.024 0.026 -0.2178
H -1.698 -1.511 5.374 -0.012 0.022 -0.025 0.4675
H -1.999 -3.962 5.525 0.011 0.006 0.000 0.3774
H -1.028 -5.427 3.788 -0.002 -0.004 -0.020 0.4186
H 0.216 -4.459 1.901 0.005 -0.017 0.018 0.3915
H 4.819 -0.321 0.307 0.017 -0.101 -0.052 0.4856
H 6.252 -1.837 -0.998 0.034 0.025 -0.016 0.4640
H 5.552 -2.502 -3.277 -0.029 -0.057 -0.028 0.4257
H 3.399 -1.773 -4.170 0.115 0.069 0.042 0.6804
H -0.562 0.233 -5.172 0.047 0.023 0.026 0.6141
H -0.853 -0.935 -7.304 0.077 0.004 -0.090 0.4173
H 0.559 -2.921 -7.740 -0.065 0.020 -0.020 0.3777
H 1.567 -4.129 -5.801 0.083 0.012 0.026 0.4678
H 1.819 -2.999 -3.646 -0.108 -0.171 0.023 0.8658
H -1.377 -3.481 -5.057 0.040 0.046 -0.051 0.3342
H -3.629 -4.272 -4.543 0.007 -0.015 0.024 0.4021
H -5.391 -2.675 -3.859 -0.001 -0.001 0.054 0.3985
H -4.843 -0.262 -3.669 -0.012 -0.012 -0.017 0.3918
H -2.617 0.545 -4.266 0.142 0.221 0.060 0.2300
Br 1.361 5.050 0.884 0.145 -0.070 0.306 -0.0950
C 1.452 4.656 -0.960 -0.115 -0.038 -0.284 0.0101
C 2.433 5.250 -1.733 0.124 -0.064 0.067 -0.7354
C 2.388 5.026 -3.099 -0.121 -0.031 0.029 -0.6544
C 1.332 4.304 -3.629 0.102 -0.065 -0.051 -0.6026
C 0.392 3.765 -2.768 -0.170 -0.005 -0.010 0.6489
N 0.481 3.901 -1.438 0.274 -0.073 -0.023 0.3896
C -0.892 3.118 -3.317 -0.113 0.043 -0.407 -0.0030
O -1.003 3.069 -4.547 0.178 -0.142 0.208 -0.8082
O -1.738 2.773 -2.445 0.084 -0.282 0.374 -0.7751
H 3.203 5.852 -1.277 0.011 0.015 0.038 0.4740
H 3.151 5.445 -3.741 0.009 0.030 -0.014 0.4314
H 1.202 4.152 -4.690 -0.028 -0.016 -0.005 0.5432
C -0.451 1.566 5.262 0.034 0.039 -0.027 -1.6925
C -0.063 2.632 4.230 -0.110 0.095 0.030 2.0752
C -1.019 3.832 4.320 0.073 -0.059 0.064 -1.4030
C 1.371 3.104 4.486 -0.063 -0.022 -0.026 -1.3721
C -0.194 2.072 2.876 0.020 -0.111 0.009 0.8211
C -0.381 1.637 1.755 0.100 0.026 -0.214 -0.7307
H -0.368 1.965 6.275 0.005 0.021 0.016 0.5011
H 0.206 0.698 5.175 0.019 0.005 0.062 0.2762
H -1.479 1.234 5.104 -0.028 -0.016 -0.002 0.1671
H -0.968 4.292 5.309 0.003 0.016 0.041 0.4715
H -2.046 3.518 4.128 -0.021 0.020 0.001 0.1391
H -0.742 4.575 3.571 -0.054 0.050 -0.017 0.1739
H 1.451 3.537 5.486 -0.013 0.022 0.023 0.4650
H 1.658 3.858 3.754 0.049 0.012 -0.022 0.1275
H 2.067 2.272 4.412 0.085 -0.078 -0.030 0.1384
```
Positions in Å, forces in eV/Å.

Record 3
ORCA calculation (the ωB97M-V functional and the def2-TZVPD basis) on a 2-piece molecular cluster, CH2N2O3P overall in a non-equilibrium geometry.

The total energy comes out at -715.814842 Ha. The calculation puts the energy above the lowest of the compared OMol25 structures with the same formula, charge and spin at 114.8 kcal per mole. For the frontier orbital gap (spin up / spin down), the calculation gives 7.42 / 7.77 eV. The highest occupied orbital energy (spin up / spin down) comes out at -3.642 / -3.888 eV. Its charge is -1.

```
9
Properties=species:S:1:pos:R:3:forces:R:3:mulliken_charge:R:1
C 0.779 1.189 -1.034 -0.666 3.098 -0.275 0.2967
N 0.477 2.215 -1.519 0.333 -2.113 0.738 -0.4737
N -0.045 -1.150 1.862 0.242 0.281 -0.897 -0.2318
O -2.171 -0.820 -0.426 -0.993 6.049 -2.617 -0.6939
O 2.936 0.097 0.217 0.327 0.674 -0.712 -0.5755
O 0.889 -0.553 1.249 -1.086 0.101 1.289 -0.1409
P 1.653 -0.329 -0.411 0.689 -2.052 -0.057 0.1656
H -2.197 -0.984 0.480 0.306 -0.637 2.695 0.3148
H -2.322 0.334 -0.417 0.848 -5.400 -0.163 0.3387
```
Positions in Å, forces in eV/Å.